Version a
The following is a quantum chemistry calculation of a molecular structure, C55H39BiNO6P2S4Sb, from the Open Molecules 2025 dataset.

Results
Multiplicity = 2
E_HOMO (spin up / spin down) = -5.261 / -5.278 eV
Frontier orbital gap (spin up / spin down) = 7.50 / 5.17 eV
Net charge = -1

Geometry as XYZ:
```
109
C55H39BiNO6P2S4Sb ωB97M-V/def2-TZVPD
Bi -1.124 0.231 0.362
O 3.263 1.317 2.116
S 2.035 1.203 1.301
C 1.936 2.791 0.448
C 2.113 3.937 1.184
C 1.953 5.221 0.638
C 1.641 5.313 -0.689
C 1.342 6.496 -1.564
C 1.147 5.908 -2.981
C 1.365 4.432 -2.818
C 1.408 3.410 -3.722
C 1.608 2.105 -3.242
C 1.699 1.785 -1.901
P 1.942 0.034 -1.371
C 3.713 0.072 -1.917
C 4.676 0.488 -1.003
C 5.992 0.659 -1.400
C 6.362 0.421 -2.713
C 5.410 0.001 -3.627
C 4.096 -0.174 -3.232
C 1.252 -0.962 -2.737
C 0.184 -0.587 -3.542
C -0.312 -1.469 -4.484
C 0.219 -2.741 -4.603
C 1.242 -3.144 -3.760
C 1.753 -2.259 -2.833
C 1.728 2.841 -0.948
C 1.583 4.142 -1.463
C 0.721 1.437 2.558
C 0.040 2.601 2.825
C -0.695 2.796 4.013
C -0.688 1.814 4.961
C -1.302 1.711 6.327
C -0.952 0.287 6.821
C -0.161 -0.328 5.708
C 0.387 -1.570 5.546
C 0.935 -1.897 4.298
C 1.024 -1.005 3.244
P 1.394 -1.636 1.554
C 0.179 -3.006 1.444
C -0.940 -3.148 2.254
C -1.828 -4.187 2.028
C -1.628 -5.067 0.984
C -0.522 -4.920 0.159
C 0.376 -3.899 0.391
C 2.905 -2.604 1.984
C 4.112 -1.912 2.041
C 5.277 -2.567 2.396
C 5.254 -3.919 2.697
C 4.058 -4.613 2.637
C 2.890 -3.964 2.281
C 0.600 0.334 3.443
C -0.044 0.599 4.662
H 2.366 3.830 2.230
H 2.045 6.095 1.268
H 0.430 6.984 -1.219
H 2.148 7.232 -1.537
H 0.130 6.079 -3.339
H 1.843 6.332 -3.708
H 1.297 3.582 -4.784
H 1.680 1.315 -3.976
H 4.394 0.690 0.020
H 6.735 0.985 -0.685
H 7.386 0.567 -3.028
H 5.690 -0.183 -4.655
H 3.366 -0.507 -3.955
H -0.263 0.393 -3.429
H -1.133 -1.164 -5.117
H -0.180 -3.427 -5.333
H 1.629 -4.152 -3.820
H 2.549 -2.564 -2.162
H 0.049 3.405 2.106
H -1.238 3.720 4.147
H -0.918 2.484 6.995
H -2.383 1.832 6.250
H -0.382 0.307 7.752
H -1.861 -0.294 6.977
H 0.360 -2.313 6.330
H 1.265 -2.913 4.136
H -1.135 -2.456 3.061
H -2.699 -4.282 2.658
H -2.349 -5.850 0.794
H -0.379 -5.593 -0.673
H 1.244 -3.771 -0.243
H 4.131 -0.854 1.825
H 6.212 -2.028 2.438
H 6.160 -4.431 2.991
H 4.028 -5.669 2.869
H 1.963 -4.518 2.230
O -5.123 0.225 -4.513
C -4.162 0.281 -3.567
C -3.670 1.491 -3.071
C -2.715 1.454 -2.071
N -2.296 0.300 -1.579
C -2.647 -0.863 -2.115
C -3.591 -0.914 -3.120
C -1.778 -2.080 -1.713
O -2.049 -3.160 -2.200
O -0.809 -1.772 -0.966
C -1.905 2.689 -1.614
O -2.141 3.752 -2.160
O -0.997 2.414 -0.786
H -5.422 1.114 -4.743
H -4.004 2.451 -3.441
H -3.870 -1.869 -3.535
S -3.460 -0.202 4.478
Sb -4.184 0.238 2.329
S -2.676 1.936 1.476
S -2.979 -1.368 0.940
```

Atom charges from the Mulliken analysis, given in e for atoms 1 to 4: number 1, Bi, carries 1.057; number 2, O, carries -0.885; number 3, S, carries 1.867; number 4, C, carries -0.149


Version b
The following is a quantum chemistry calculation of a molecular structure, C55H39BiNO6P2S4Sb, from the Open Molecules 2025 dataset.

Results
Multiplicity = 2
E_HOMO (spin up / spin down) = -4.473 / -4.674 eV
Frontier orbital gap (spin up / spin down) = 6.59 / 6.15 eV
Net charge = -1

Geometry as XYZ:
```
109
C55H39BiNO6P2S4Sb ωB97M-V/def2-TZVPD
Bi 1.896 -1.740 1.951
O -1.341 -1.302 2.107
S -0.981 -1.071 0.705
C -2.459 -0.262 -0.020
C -3.648 -0.941 -0.120
C -4.810 -0.367 -0.668
C -4.737 0.909 -1.151
C -5.755 1.800 -1.811
C -5.017 3.139 -2.054
C -3.609 2.902 -1.581
C -2.494 3.692 -1.563
C -1.342 3.219 -0.909
C -1.265 1.977 -0.315
P 0.092 1.509 0.830
C 0.995 3.111 0.885
C 0.731 4.157 1.761
C 1.484 5.318 1.698
C 2.506 5.442 0.771
C 2.778 4.399 -0.098
C 2.034 3.236 -0.031
C -0.921 1.734 2.366
C -2.095 2.478 2.446
C -2.728 2.646 3.666
C -2.206 2.082 4.818
C -1.044 1.332 4.745
C -0.416 1.160 3.526
C -2.364 1.082 -0.444
C -3.522 1.607 -1.044
C -1.263 -2.652 -0.131
C -1.897 -3.659 0.551
C -2.303 -4.852 -0.072
C -2.083 -4.979 -1.415
C -2.460 -6.053 -2.402
C -1.786 -5.632 -3.733
C -1.167 -4.291 -3.444
C -0.452 -3.421 -4.220
C 0.118 -2.293 -3.609
C -0.038 -1.982 -2.272
P 1.069 -0.707 -1.495
C 2.672 -1.347 -2.122
C 3.126 -1.292 -3.421
C 4.233 -2.023 -3.840
C 4.930 -2.833 -2.924
C 4.569 -2.882 -1.618
C 3.391 -2.166 -1.127
C 0.713 0.654 -2.665
C 1.684 1.595 -2.995
C 1.350 2.715 -3.734
C 0.039 2.920 -4.132
C -0.932 1.983 -3.821
C -0.598 0.861 -3.089
C -0.881 -2.806 -1.480
C -1.371 -3.973 -2.093
H -3.693 -1.960 0.235
H -5.724 -0.942 -0.710
H -6.103 1.357 -2.747
H -6.624 1.932 -1.162
H -5.042 3.432 -3.104
H -5.474 3.948 -1.480
H -2.490 4.682 -1.994
H -0.489 3.880 -0.854
H -0.062 4.071 2.491
H 1.274 6.128 2.384
H 3.100 6.347 0.743
H 3.587 4.481 -0.810
H 2.252 2.397 -0.675
H -2.511 2.944 1.563
H -3.641 3.225 3.712
H -2.705 2.218 5.767
H -0.636 0.867 5.631
H 0.484 0.570 3.454
H -2.087 -3.503 1.603
H -2.783 -5.623 0.512
H -2.120 -7.034 -2.068
H -3.548 -6.092 -2.510
H -1.005 -6.341 -4.019
H -2.504 -5.578 -4.556
H -0.275 -3.607 -5.270
H 0.741 -1.658 -4.220
H 2.607 -0.667 -4.137
H 4.533 -1.998 -4.877
H 5.783 -3.404 -3.267
H 5.113 -3.489 -0.904
H 3.597 -1.615 -0.199
H 2.707 1.435 -2.679
H 2.109 3.445 -3.983
H -0.226 3.805 -4.692
H -1.959 2.139 -4.124
H -1.355 0.130 -2.840
O 3.415 1.853 6.983
C 3.147 1.068 5.919
C 2.553 -0.183 6.075
C 2.251 -0.921 4.949
N 2.518 -0.451 3.743
C 3.129 0.710 3.561
C 3.467 1.512 4.634
C 3.364 1.106 2.099
O 4.004 2.114 1.868
O 2.828 0.321 1.249
C 1.611 -2.315 5.018
O 1.310 -2.748 6.110
O 1.482 -2.887 3.892
H 3.113 1.405 7.784
H 2.320 -0.605 7.041
H 3.952 2.459 4.469
S 1.079 -5.561 2.211
Sb 3.054 -4.859 1.331
S 2.058 -3.413 -0.533
S 4.091 -2.660 2.220
```

Atom charges from the Mulliken analysis, given in e for atoms 1 to 4: number 1, Bi, carries 2.027; number 2, O, carries -0.793; number 3, S, carries 0.843; number 4, C, carries -0.455


Which of them is most stable? Easy: version a.


Version a
The following is a quantum chemistry calculation of a single C3H9NS molecule, from the Open Molecules 2025 dataset.

Results
Multiplicity = 1
E_HOMO = -8.781 eV
Frontier orbital gap = 9.76 eV
SMILES = NCCCS
Net charge = 0

Geometry as XYZ:
```
14
C3H9NS ωB97M-V/def2-TZVPD
C 0.862 -0.182 -0.683
C 0.044 1.012 -0.260
C -1.204 0.618 0.570
H 1.492 -0.729 1.256
H 1.644 -1.841 0.083
H 0.331 -0.710 -1.500
H 1.805 0.192 -1.058
H -0.294 1.520 -1.183
H 0.669 1.698 0.349
H -1.854 1.492 0.734
H -0.927 0.295 1.574
H -1.324 -1.590 -0.073
N 1.011 -1.143 0.438
S -2.254 -0.632 -0.246
```

Atom charges from the Mulliken analysis, given in e for atoms 1 to 4: number 1, C, carries -0.745; number 2, C, carries -0.411; number 3, C, carries -0.670; number 4, H, carries 0.205


Version b
The following is a quantum chemistry calculation of 2 unconnected molecules or ions with the total composition C3H9NS, from the Open Molecules 2025 dataset.

Results
Multiplicity = 1
E_HOMO = -8.159 eV
Frontier orbital gap = 8.92 eV
SMILES = C=C.CSN
Net charge = 0

Geometry as XYZ:
```
14
C3H9NS ωB97M-V/def2-TZVPD
C -1.668 -0.293 0.735
C 1.390 1.375 0.541
C -1.936 -0.208 -0.502
N 2.731 -0.798 0.082
S 1.107 -0.502 0.384
H 2.984 -0.915 -0.931
H -1.527 -1.321 1.070
H -1.638 0.638 1.322
H 0.673 1.686 1.361
H 1.289 1.907 -0.407
H 2.482 1.343 0.822
H -2.142 -1.027 -1.074
H -2.260 0.757 -0.989
H 3.077 -1.625 0.520
```

Atom charges from the Mulliken analysis, given in e for atoms 1 to 4: number 1, C, carries -0.836; number 2, C, carries -0.752; number 3, C, carries -0.307; number 4, N, carries -0.543


Which of them is most stable? Easy: version a.


Version a
The following is a quantum chemistry calculation of a single C3H9NS molecule, from the Open Molecules 2025 dataset.

Results
Multiplicity = 1
E_HOMO = -9.031 eV
Frontier orbital gap = 9.98 eV
SMILES = C[C@@H](N)CS
Net charge = 0

Geometry as XYZ:
```
14
C3H9NS ωB97M-V/def2-TZVPD
C 1.207 1.622 0.926
C 0.894 0.303 0.381
C -0.704 0.090 0.237
S -1.507 -0.705 -1.292
N 1.451 -0.797 1.147
H 0.771 2.430 0.317
H 2.244 1.925 1.266
H 0.617 1.684 1.845
H 1.438 0.318 -0.630
H -1.082 -0.494 1.088
H -1.153 1.077 0.123
H -1.088 0.010 -2.372
H 2.490 -0.674 1.323
H 1.325 -1.507 0.425
```

Atom charges from the Mulliken analysis, given in e for atoms 1 to 4: number 1, C, carries -1.523; number 2, C, carries 0.830; number 3, C, carries -0.967; number 4, S, carries -0.216


Version b
The following is a quantum chemistry calculation of 2 unconnected molecules or ions with the total composition C3H9NS, from the Open Molecules 2025 dataset.

Results
Multiplicity = 1
E_HOMO = -8.623 eV
Frontier orbital gap = 9.53 eV
SMILES = C=N.CSC
Net charge = 0

Geometry as XYZ:
```
14
C3H9NS ωB97M-V/def2-TZVPD
C 2.039 -2.749 -0.262
N 2.798 -3.712 0.010
H 2.389 -1.736 -0.018
H 1.031 -2.632 -0.675
H 2.257 -4.583 -0.008
C -0.803 0.806 1.140
S -1.249 0.793 -0.668
C -1.547 2.577 -0.873
H 0.244 1.077 1.204
H -1.404 1.573 1.614
H -1.032 -0.215 1.415
H -2.197 2.625 -1.736
H -0.616 3.067 -1.147
H -1.911 3.107 0.003
```

Atom charges from the Mulliken analysis, given in e for atoms 1 to 4: number 1, C, carries -0.157; number 2, N, carries -0.493; number 3, H, carries 0.203; number 4, H, carries 0.202


Which of them is most stable? Easy: version a.